{"formula": "C31H52N3P2SV", "method": "wB97M-V/def2-TZVPD", "elements": ["V", "S", "P", "P", "N", "N", "N", "C", "C", "C", "C", "C", "C", "C", "C", "C", "C", "C", "C", "C", "C", "C", "C", "C", "C", "C", "C", "C", "C", "C", "C", "C", "C", "C", "C", "C", "C", "C", "H", "H", "H", "H", "H", "H", "H", "H", "H", "H", "H", "H", "H", "H", "H", "H", "H", "H", "H", "H", "H", "H", "H", "H", "H", "H", "H", "H", "H", "H", "H", "H", "H", "H", "H", "H", "H", "H", "H", "H", "H", "H", "H", "H", "H", "H", "H", "H", "H", "H", "H", "H"], "xyz": [[0.02626, 0.17235, 0.07211], [-2.22329, -0.17880, -0.03419], [0.54518, 0.55782, -2.28419], [0.04904, 0.15587, 2.49024], [-4.44769, -1.43832, -0.70473], [-4.54525, 0.88544, -0.79021], [1.82806, 0.01232, 0.25090], [-3.89899, 2.16149, -1.11180], [4.73777, -2.17642, -4.22963], [1.70508, 3.02309, -2.01796], [-1.69716, 0.21423, -3.87970], [3.66459, -1.41550, -0.65120], [-0.55428, -1.40325, 3.25125], [-3.86575, -0.24468, -0.56309], [4.54988, 0.89231, 2.67001], [-5.50793, -1.69367, -1.69664], [2.57437, -0.57001, -0.84462], [-0.35312, -0.44169, -3.54687], [-0.71828, 1.55271, 4.87485], [2.54426, 0.33595, 1.46810], [-5.98749, 1.01600, -0.50648], [-0.20955, -2.55282, 2.29542], [4.34691, -1.92702, -1.73942], [0.83040, 2.22388, -2.99510], [1.85366, 0.26852, 2.68230], [-3.91593, -2.65765, -0.08158], [3.97621, -1.62170, -3.05078], [2.14800, -0.30029, -2.14791], [2.54568, 0.44422, 3.87881], [-1.95977, 2.07734, 2.75540], [3.90698, 0.73025, 3.89864], [2.85540, -0.81968, -3.22982], [1.43109, 2.20218, -4.39608], [0.00178, -1.71009, 4.64278], [4.66541, 0.87277, 5.19582], [-0.61116, 1.65405, 3.35450], [3.88886, 0.69752, 1.47237], [-0.52330, -1.89336, -3.08359], [-0.64885, -3.48455, 2.65705], [-1.47250, 0.82000, 5.17030], [-4.46100, 2.64009, -1.91370], [0.26905, -0.43436, -4.44074], [0.43264, -2.38914, -2.91120], [-1.11250, -1.94572, -2.16781], [-4.75434, -3.31822, 0.13272], [-1.05719, -2.46254, -3.84827], [-3.22868, -3.16912, -0.75732], [5.19472, -2.58505, -1.56769], [1.79676, 4.05816, -2.35262], [-6.58347, 1.07960, -1.41596], [-0.15989, 2.68192, -3.03282], [-6.12730, 1.93621, 0.05780], [-1.03341, 2.52139, 5.26681], [-0.58064, -2.39053, 1.28204], [-6.47951, -1.84532, -1.22945], [5.59851, 1.17793, 2.65266], [-1.64039, -1.29087, 3.30012], [1.07980, -1.88269, 4.59714], [-5.24016, -2.60154, -2.23343], [2.52286, -0.60838, -4.24278], [-3.40596, -2.42719, 0.84582], [4.30276, -3.12538, -4.55539], [-1.57521, 1.20476, -4.32555], [1.29189, 3.04080, -1.00726], [5.78162, -2.36548, -3.97593], [0.13305, 2.40843, 3.10004], [-1.87533, 2.35103, 1.70539], [-2.31468, 0.31536, -2.98392], [-2.70276, 1.27920, 2.83475], [-2.24301, -0.40312, -4.59581], [-0.45978, -2.62798, 5.01271], [1.47580, 3.22308, -4.78139], [3.97711, -1.68415, 0.34888], [-3.90265, 2.81908, -0.24118], [4.41902, 0.83893, 0.53863], [4.70907, -1.49266, -5.07862], [5.32298, 0.01367, 5.34828], [2.71149, 2.59877, -1.96565], [-2.34316, 2.94336, 3.29976], [0.87350, -2.69792, 2.24705], [3.99316, 0.93441, 6.05139], [0.84258, 1.61220, -5.10137], [2.45274, 1.81464, -4.37750], [-5.56466, -0.88392, -2.41249], [0.22520, 1.30026, 5.35679], [2.01910, 0.36653, 4.82144], [-0.19564, -0.92692, 5.37028], [5.29653, 1.76367, 5.18833], [-6.33314, 0.19060, 0.10371], [-2.88205, 2.00329, -1.44191]], "forces_ev_per_a": [[-0.6, 0.8, -0.4], [-1.2, -0.4, 0.3], [0.4, -0.3, -0.8], [0.2, 0.1, 0.9], [-0.2, -0.1, 0.1], [-0.2, 0.0, -0.1], [1.7, -0.5, 0.2], [-0.1, -0.1, 0.1], [-0.1, 0.0, 0.1], [0.0, 0.0, -0.1], [0.1, 0.0, 0.0], [0.0, 0.0, 0.1], [0.1, -0.1, 0.0], [0.1, 0.1, -0.3], [0.1, 0.1, 0.0], [0.1, 0.1, 0.2], [0.0, 0.3, 0.4], [-0.2, 0.0, 0.1], [0.0, 0.1, 0.0], [-0.1, -0.2, -0.5], [0.2, -0.1, -0.1], [0.0, -0.1, 0.1], [0.1, -0.1, 0.0], [0.2, 0.1, 0.2], [-0.2, -0.1, 0.0], [-0.1, 0.1, -0.2], [0.1, -0.1, -0.1], [-0.1, 0.1, -0.1], [0.0, 0.1, 0.0], [0.0, 0.0, 0.1], [0.1, 0.0, 0.1], [-0.1, 0.0, -0.1], [0.1, 0.1, -0.1], [0.0, -0.1, 0.0], [-0.1, 0.0, -0.1], [-0.2, -0.1, 0.0], [0.1, 0.1, -0.2], [0.0, 0.1, -0.1], [0.0, 0.0, 0.0], [0.0, 0.1, 0.0], [0.0, 0.0, 0.0], [0.1, 0.0, -0.1], [0.0, 0.0, 0.0], [-0.1, 0.0, 0.1], [0.0, 0.0, 0.0], [0.0, 0.0, 0.0], [0.0, 0.0, 0.0], [-0.1, 0.1, 0.0], [0.0, -0.1, 0.0], [0.0, 0.0, 0.0], [-0.1, 0.0, 0.0], [0.0, 0.0, 0.0], [0.0, 0.0, 0.0], [-0.1, 0.0, -0.1], [0.0, 0.0, 0.1], [-0.1, 0.0, 0.0], [-0.1, 0.0, 0.0], [-0.1, 0.0, 0.0], [0.0, 0.0, 0.0], [0.0, 0.0, 0.1], [0.0, 0.1, 0.1], [0.0, 0.1, 0.0], [0.0, -0.1, 0.0], [0.0, 0.0, 0.0], [-0.1, 0.0, 0.0], [0.1, 0.2, 0.0], [0.0, 0.0, -0.1], [0.0, 0.0, 0.0], [0.0, 0.0, 0.0], [0.0, 0.0, 0.0], [0.0, 0.0, 0.0], [0.0, -0.1, 0.0], [0.0, 0.0, 0.0], [0.0, 0.0, 0.0], [0.0, -0.1, 0.0], [0.0, 0.0, 0.1], [0.0, 0.0, 0.0], [-0.1, 0.0, 0.0], [0.0, 0.0, 0.0], [0.0, 0.0, 0.0], [0.0, 0.0, -0.1], [0.0, 0.0, 0.0], [-0.1, 0.0, 0.0], [0.0, 0.2, 0.0], [-0.1, 0.0, 0.0], [0.0, 0.0, 0.0], [0.0, 0.0, 0.0], [-0.1, 0.0, 0.0], [0.0, -0.1, 0.0], [0.1, -0.1, 0.0]], "mulliken_spin": [2.295, 0.000, 0.044, 0.035, 0.014, 0.006, -0.352, 0.003, 0.002, 0.016, 0.005, -0.055, -0.014, 0.035, 0.022, -0.002, -0.052, 0.001, -0.002, -0.001, 0.000, 0.047, 0.022, -0.021, 0.000, 0.006, -0.030, -0.014, 0.011, 0.020, -0.036, 0.021, -0.001, 0.000, 0.004, -0.009, -0.058, 0.020, 0.002, 0.000, 0.000, -0.004, 0.001, 0.005, 0.001, 0.000, -0.001, 0.000, 0.000, 0.000, -0.001, 0.000, 0.000, 0.006, 0.000, 0.000, 0.002, 0.000, 0.000, -0.001, 0.001, -0.003, 0.000, 0.005, -0.001, 0.009, -0.004, -0.002, 0.000, 0.000, 0.000, 0.000, 0.002, -0.001, 0.001, -0.001, -0.004, 0.001, 0.001, 0.000, 0.000, 0.000, 0.000, 0.000, 0.000, 0.000, 0.000, -0.002, 0.000, 0.006], "charge": 2, "multiplicity": 3, "largest_force_ha_per_bohr": 0.03478, "orbital_gap_ev": [6.5342, 7.4537]}